# 1
Below is a gas-phase ion, C17H26NO3 (charge +1), with properties calculated with ωB97M-V/def2-TZVPD.

```
! wB97M-V def2-TZVPD RIJCOSX def2/J DEFGRID3
* xyz 1 1
C 2.0566 2.3727 0.1148
H -3.4346 1.9699 0.0415
H 2.2226 -2.1397 -1.6515
H 3.2046 -3.1956 1.0430
H 0.5778 -1.7824 0.3622
H 4.4836 -1.1162 0.1409
C -2.7497 1.2518 -0.3795
H -1.1800 2.6805 -0.4128
H -3.9528 0.5688 2.0393
C 1.3536 2.3114 -1.2636
H 3.6571 1.4061 1.1973
C -4.9572 0.1631 1.9378
H 1.8722 0.0306 -0.6278
C 3.0042 -2.3008 -0.9062
H -2.5746 -1.9211 -1.4859
H 2.5307 3.3611 0.1988
H 0.6127 3.1098 -1.3467
C 3.6660 -0.9701 -0.5691
H 4.0651 -0.5096 -1.4749
H -0.2565 -1.1939 -1.9882
C -3.1621 -0.0444 -0.6636
H 2.0983 2.4604 -2.0511
H -6.4462 -0.1918 0.4228
N 2.6736 -0.0557 0.0388
H -4.9466 -0.8701 2.2762
C 3.1796 1.3254 0.2183
H 1.0712 -2.3687 1.9460
C -5.4451 0.2361 0.4889
O -4.8848 -1.6188 -0.8986
C 1.4413 -1.9569 1.0080
C -0.5509 0.7759 -1.2069
C -2.2451 -0.9217 -1.2456
H 3.7485 -2.9628 -1.3475
H 1.4531 0.0800 1.7410
C 2.4066 -2.9353 0.3458
C -4.5403 -0.5671 -0.4140
O 1.1616 2.1542 1.1792
C 2.1429 -0.6375 1.2965
H -5.6273 0.7267 2.5815
H 3.9209 1.5381 -0.5535
H -5.4900 1.2734 0.1550
H 1.8848 -3.8539 0.0829
O 0.7752 1.0445 -1.5134
H 2.9832 -0.7932 1.9773
H 0.6053 2.9272 1.3223
C -1.4531 1.6628 -0.6437
C -0.9559 -0.5229 -1.5124
*
```

## Properties
gap between HOMO and LUMO	0.34592	Ha
highest occupied orbital energy	-0.43525	Eh
SMILES string	CCC(=O)c1ccc(OC[C@@H](O)C[NH+]2CCCCC2)cc1

---

# 2
Below is a single C17H26O6Si molecule, with properties calculated with ωB97M-V/def2-TZVPD.

```
! wB97M-V def2-TZVPD RIJCOSX def2/J DEFGRID3
* xyz 0 1
H -5.0677 -2.2735 6.1786
C -4.0885 -2.9382 8.5213
H 4.4737 0.8231 -3.0616
O -4.2295 -1.1051 1.5362
C -0.6558 0.7215 0.8193
O -2.1242 -1.5562 2.2707
H -1.6696 0.7108 2.6978
C 0.4487 1.0939 0.1744
H 1.9139 3.3185 -5.5560
H -5.1162 -2.0081 3.6919
H 2.1766 -0.2472 -3.1815
H 5.8384 1.0927 -6.6227
C -1.7013 -0.1580 0.2310
H -2.3163 -1.8921 4.8362
H -2.7030 0.3118 0.2946
H -0.8142 -2.0517 0.7768
O -5.4396 -2.8368 8.4865
H 0.0894 0.9282 2.8132
O -0.0735 0.3879 -1.9819
C -1.7972 -1.5367 0.8978
C 3.0537 0.2004 -6.1521
H -5.7203 -2.9816 9.4175
H -2.5437 -2.1531 0.3755
H -0.9492 2.2881 2.2738
H -2.3044 -2.9342 7.2182
H 3.7349 2.3990 -2.9787
C 0.7919 0.7571 -1.2170
C -3.3543 -2.7825 7.2548
C -3.3771 -1.9856 4.8832
C 3.6088 1.3968 -3.3915
C 2.2826 0.8022 -2.9399
H 3.3067 3.7613 -6.5782
C -3.4882 -1.4454 2.4534
Si 3.8436 1.6969 -5.2660
H 6.1516 2.6263 -5.7842
H 3.3745 3.9807 -4.8033
H 3.5298 -0.6971 -5.7840
O 2.0930 0.9987 -1.5481
C 3.0028 3.3633 -5.6205
C -0.8116 1.1897 2.2274
H 6.3365 1.0716 -4.9467
H 1.4470 1.3308 -3.4476
O -3.5308 -3.1246 9.5897
H 1.9958 0.1719 -5.9085
C -3.9881 -2.3122 6.1596
C 5.7108 1.6235 -5.6920
H 3.1526 0.2648 -7.2353
C -4.0578 -1.8438 3.7376
H -1.5663 -0.1855 -0.8548
H 1.1309 1.7377 0.7352
*
```

## Properties
gap between HOMO and LUMO	0.31338	Ha
highest occupied orbital energy	-0.34865	Eh
SMILES string	C/C(=C/C(=O)OCC[Si](C)(C)C)CCOC(=O)/C=C/C=C/C(=O)O

---

# 3
Below is a molecular structure, C17H27BGdNO4P2, with properties calculated with ωB97M-V/def2-TZVPD.

```
! wB97M-V def2-TZVPD RIJCOSX def2/J DEFGRID3
* xyz 2 8
B 0.8194 -0.1737 1.6416
C 2.3213 -1.1395 -1.5858
H 4.3008 0.3284 -0.0476
H 3.0270 -3.1451 0.5557
Gd 0.3127 1.0821 -0.7080
C -1.2164 -1.2675 -2.5887
H -3.6704 1.9226 -2.7678
H -3.9414 -0.1108 0.4769
H -2.8675 -1.4129 -1.2041
C 1.1106 -1.5065 -2.4038
H 4.1807 -0.2259 1.6404
C -3.9510 0.8176 -0.1154
H 0.0124 1.6928 6.8054
C 1.1530 -2.3807 -3.4867
H 0.2231 2.8014 4.5521
H 4.5908 -1.3849 0.3558
C 0.1564 1.7136 4.6386
O 1.3764 2.6767 -2.0951
H -0.9604 4.9828 -1.6492
C -0.0141 1.0956 5.8916
H 1.9701 2.4530 -2.8197
C 3.9853 -0.5030 0.5991
H 2.8390 -0.2660 -2.0331
H -0.3838 -0.7440 6.9812
H -4.7895 0.8293 -0.8223
C -0.2450 -0.2806 6.0013
P 2.2156 -0.8591 0.3387
H 1.9338 -2.6794 1.8966
N -0.0275 -0.8373 -2.0808
H -4.0365 1.6608 0.5832
H -3.2443 -0.5770 -2.7307
C 0.2286 0.8738 3.5280
H -2.5332 3.1084 -2.0221
C 2.1053 -2.6215 0.8190
H -1.9372 1.8991 -3.1906
C -0.3438 -1.0870 4.8582
O -0.4801 4.2540 -1.2207
O 0.6831 1.1451 2.2499
H 1.2413 -3.0445 0.2975
C -2.6565 2.0687 -2.3705
C -1.2533 -2.1857 -3.6300
C -2.4696 -0.7067 -1.9604
H 2.1260 -2.7726 -3.8219
H 3.0407 -1.9590 -1.6611
H -0.5699 4.4157 -0.2599
O 0.1452 -1.1234 2.4519
C -0.0502 -0.4879 3.6437
H -2.2292 -2.4311 -4.0657
H 0.8685 3.5043 -2.3206
H -0.0636 -3.4287 -4.9438
C -0.0503 -2.7272 -4.1033
H -0.6180 -2.1431 4.9000
P -2.3644 0.8865 -0.9968
*
```

## Properties
gap between HOMO and LUMO (spin up / spin down)	0.20032 / 0.26481	Ha
highest occupied orbital energy (spin up / spin down)	-0.43165 / -0.49166	Eh
<S²>	15.7895

---

# 4
Below is a molecular structure, C17H27BeCaCl10CsN5O9S2, with properties calculated with ωB97M-V/def2-TZVPD.

```
! wB97M-V def2-TZVPD RIJCOSX def2/J DEFGRID3
* xyz 1 1
Cl 3.7635 -1.5982 -1.7235
C -1.0668 -2.4760 -2.7262
O 7.8117 2.3829 -2.2624
N -4.1790 -0.3117 -0.1959
O 7.8858 4.3095 -3.6372
Cl 7.0797 3.5573 -2.6954
C -2.6051 -3.1327 -2.7369
Cl -4.3204 -2.4516 -5.0485
H -6.0139 0.3920 -1.1903
Cs 2.2796 -5.4135 2.5755
Cl -0.6527 3.4944 4.3861
H -0.4732 -4.0694 4.0232
H -1.2277 -3.5506 1.6555
N 1.4955 3.6567 -1.1625
H -2.6739 1.8303 2.2871
H -2.7352 -3.9304 -1.8584
C -5.2469 2.1054 0.1248
H 2.0135 2.2146 -2.7589
O 0.8365 0.5800 3.9596
H -1.3060 -1.6800 1.8757
S -2.6426 0.9179 -2.1154
H -4.6452 2.6614 -0.7230
H 5.1194 -3.4108 -2.3795
Cl 4.6796 1.7715 -0.5716
Cl 6.5988 -2.0080 -1.1972
H 0.4123 0.0464 -2.7370
H -0.3842 -3.1532 -3.4046
H 0.1096 2.0034 2.7276
O 2.5914 -0.3703 4.7638
Cl -7.4204 -0.1943 -2.4231
S -3.9523 -1.8330 -2.7786
N 2.0733 0.6900 0.5880
C -3.2336 1.7215 1.2384
N 1.8117 -0.3674 1.3934
H -3.3780 -0.4797 1.8139
C 0.9816 -1.4702 0.8586
H -6.1462 0.0965 0.7202
C 5.2642 -2.3292 -2.3176
Cl 5.6522 -1.7243 -3.9372
O -4.5962 2.2409 1.4412
C 0.7853 -0.0973 -1.6349
C 0.0825 3.0918 2.8250
C -0.5271 -2.6320 -1.1905
H -2.6662 -3.7774 -3.7354
H -0.2735 -2.1703 4.4517
Cl 1.7444 3.7010 2.7443
C -5.4556 0.4981 -0.1428
H -1.1996 -1.3792 -3.1084
C 2.2414 2.4176 -1.6047
H -2.5856 2.3787 0.4848
O 0.7000 -2.6395 1.7520
C -0.6996 -2.6314 2.2039
O 2.5109 1.7730 4.5935
C -3.6213 -0.4174 -1.5985
C -0.8709 -2.9630 3.8289
H 0.4758 3.6023 -1.3840
C -3.1505 0.1377 0.8176
N 1.9796 0.6609 4.4390
Be 2.5796 -3.2832 1.0435
C 1.7316 1.0256 -0.8335
H 1.6814 3.8260 -0.1493
H -1.4313 -2.8578 -0.4796
Ca -1.6204 1.1215 3.5375
H 2.6488 1.4558 1.0610
H 3.4222 2.5356 -1.4744
C 0.4169 -1.3654 -0.6659
Cl -0.8857 3.7473 1.4938
H -6.3204 2.6095 0.2308
H -2.0210 -2.9122 4.1450
O 5.8444 3.1481 -3.3351
O 6.7765 4.3886 -1.5466
H -2.0369 -0.1205 0.5383
H 0.1836 -3.5905 -1.1586
*
```

## Properties
gap between HOMO and LUMO	0.04375	Ha
highest occupied orbital energy	-0.32199	Eh

---

# 5
Below is a molecular structure, C17H27Br45InN3O2P, with properties calculated with ωB97M-V/def2-TZVPD.

```
! wB97M-V def2-TZVPD RIJCOSX def2/J DEFGRID3
* xyz -1 1
Br -3.1439 -4.7701 0.3216
Br -4.8415 -7.4026 6.5350
N 0.1154 -1.5118 -3.2813
Br -3.2567 6.9763 2.7999
Br -5.5488 -6.8790 -0.0704
H -1.5995 5.6646 1.4733
C 0.0213 4.2352 -3.2820
In 4.4215 -2.0560 -2.5592
H 0.5723 0.9559 -2.6237
C -8.4872 0.2960 2.1010
Br 5.1970 5.2432 5.7803
H -8.1540 -0.5136 2.7587
Br 5.2057 1.9014 -4.0628
Br -4.1337 -4.9725 -6.6068
H 3.4725 -0.3420 0.3667
C -3.6258 -6.6419 0.1015
Br 1.6508 -5.6767 3.4532
H 5.9135 -1.1388 -3.0647
Br 8.0947 1.3108 -5.3626
H 0.8601 -2.8949 -1.3435
C 2.6128 -0.9143 -3.2988
Br 6.5524 1.7206 0.5841
H 1.2660 -1.5745 -0.2931
Br 1.9543 8.1946 -0.7610
Br -0.4211 -7.6956 4.8729
Br -0.3262 4.3448 -8.2915
C 7.1288 2.1386 -3.8908
C -6.4262 -6.5551 7.2799
Br -3.7087 4.5975 0.6735
Br 1.4775 -8.7091 -0.1123
C 4.9677 2.5680 1.3289
Br -6.0812 -4.7161 7.8120
Br 4.8516 7.8928 3.9790
N 1.4328 -2.0299 -1.2191
H 0.5905 5.1432 -3.5069
H -3.3201 -7.1604 1.0163
H 3.1057 -4.0589 -0.1889
H -5.7081 -3.0784 4.8434
H 0.2983 -2.4611 -3.6752
H 7.4344 1.6201 -2.9761
Br -6.9842 1.5132 1.8922
C 1.6787 -7.1308 -1.2316
O 3.7374 -3.7648 0.5309
C 1.4653 3.5875 -8.3283
H 1.8992 3.8400 -9.3014
Br 0.1796 3.9247 -1.3683
H -6.6868 -7.1074 8.1888
Br 6.0695 8.1145 6.9543
Br -2.4496 6.9241 9.1285
Br 1.4331 1.6463 -8.2073
H 4.7071 2.0158 2.2378
H -0.6518 -6.3607 2.7772
C 1.2669 -1.0579 -2.3663
Br -2.6599 -7.4697 -1.3702
H -4.2265 -5.7082 -4.2241
H 0.1838 0.2690 -1.1268
Br 2.5931 7.0641 -3.7103
P 4.5657 -2.3470 -0.0479
Br -4.5255 -5.0383 3.8499
C 1.7960 8.5052 -2.6748
Br -9.9975 1.1540 2.9767
Br -3.0439 -7.6682 -5.2176
Br -1.8200 4.5737 -3.8107
Br -8.9984 -0.5195 0.4105
Br -1.8108 5.7936 6.1793
Br -4.4491 7.5732 6.6861
Br -2.2815 7.3352 -0.2504
C -2.6079 7.2347 7.2148
C -4.9182 -3.1480 4.0884
N 0.9489 0.3543 -1.8314
Br -5.6153 -2.3426 2.4607
C -3.4365 -5.7779 -4.9791
Br 3.4437 2.4359 0.1272
Br 3.5495 -6.6902 -1.5320
Br 0.8184 2.7942 -4.3175
C -0.2199 -6.1174 3.7535
O 4.1533 -0.9063 0.8381
C 5.8958 7.0099 5.3626
Br 5.3127 4.4071 1.8610
H 2.3269 -1.3861 -4.3575
Br -0.0452 8.8437 -3.2035
H 2.3653 9.4131 -2.8996
H -2.0386 8.1426 6.9899
H -0.7670 -1.6050 -2.7300
H 6.9043 6.8679 4.9603
H 1.2468 -7.3742 -2.2080
H 4.5441 -3.6934 -3.3084
H 2.8589 0.2283 -3.5369
Br 7.6106 4.0104 -3.6707
Br -1.2172 -4.6012 4.4539
Br -1.9025 -4.8016 -4.2878
C -2.5758 6.0850 1.2105
Br 2.6136 4.3783 -6.9718
Br -7.9502 -6.6873 6.0782
Br -3.3841 -2.1718 4.7797
Br 0.6814 -5.6146 -0.5312
*
```

## Properties
gap between HOMO and LUMO	0.14875	Ha
highest occupied orbital energy	-0.12283	Eh

---

# 6
Below is a molecular structure, C17H27CrI2N3OSb2, with properties calculated with ωB97M-V/def2-TZVPD.

```
! wB97M-V def2-TZVPD RIJCOSX def2/J DEFGRID3
* xyz 2 1
H -2.6571 2.9827 2.4602
H -1.7523 -0.4492 3.0807
C -1.2676 -0.9851 2.2670
H -4.3506 -2.2213 -0.2411
O -0.5475 2.1172 1.4303
Sb 1.7905 1.1188 -0.6709
H 0.3240 2.6219 4.5040
H -1.3071 -2.0535 2.4700
H 2.9685 2.9377 -2.3400
C 2.3615 -2.5465 0.5842
H 2.9007 -1.1522 -1.4805
H 2.9568 0.4976 1.7110
C 1.8469 -0.9875 -1.2554
N -1.8439 2.9800 3.0608
C -0.1848 -3.5759 0.6403
C 3.2885 1.1021 0.8702
Cr -0.8001 1.5897 -0.4278
H -3.5650 -2.7704 1.2602
H 3.4941 2.1168 1.2005
H -1.1780 -4.0054 0.6191
H -2.9449 0.2940 -2.4871
H -1.9413 3.3953 3.9758
Sb -2.2595 -0.5862 0.3961
C 0.0812 -2.4801 -0.1823
H -4.6926 -1.4034 1.2963
C -1.1138 2.0939 -4.4920
C -1.0581 -1.8976 -0.9242
C 0.7912 -4.1356 1.4379
H -1.7355 -2.6824 -1.2535
H 3.9444 1.4706 -2.2496
H 0.5673 -4.9928 2.0515
H -0.7431 2.6007 -5.3609
I 1.2112 4.8314 3.1637
C -2.2340 0.9292 -2.9829
C -3.9309 -1.9072 0.7099
C 2.9321 1.8520 -2.3427
C -0.6614 2.5966 2.5800
H -0.2264 -0.6750 2.1945
H -0.7614 -1.2963 -1.7809
H 4.1944 0.6724 0.4466
H 1.2838 -1.0651 -2.1851
H 1.3599 2.1332 3.1260
H 3.3732 -2.1735 0.5172
N -1.1999 1.4820 -2.3406
C 2.0673 -3.5899 1.4391
C 1.3956 -1.9899 -0.2541
I -3.6013 0.7437 -5.8085
H 0.2903 2.7259 -3.0523
H 2.5104 1.4979 -3.2804
C 0.5390 2.7686 3.4495
C -2.2247 1.2838 -4.3363
N -0.5300 2.1812 -3.2847
H 2.8401 -3.9953 2.0711
*
```

## Properties
gap between HOMO and LUMO (spin up / spin down)	0.25686 / 0.25692	Ha
highest occupied orbital energy (spin up / spin down)	-0.49404 / -0.49409	Eh

---

# 7
Below is a molecular structure, C17H27F6N4O2P2SSbY, with properties calculated with ωB97M-V/def2-TZVPD.

```
! wB97M-V def2-TZVPD RIJCOSX def2/J DEFGRID3
* xyz 2 2
C -1.7177 -3.0138 0.3834
H -2.2620 1.1591 2.6085
C -0.3380 0.8909 -2.8312
S 0.4364 -1.8528 2.8283
F 4.2982 1.1329 -2.1564
C -0.5199 1.0699 -4.1739
C -3.1224 0.9105 -0.4202
H 1.9281 -3.7816 -0.6892
C 1.4378 -1.3219 4.1077
F 1.9781 -0.3125 -1.5779
N 2.4275 -0.4436 3.9519
C -2.7494 -1.9112 0.1872
C -0.4150 4.1790 -0.2667
C -0.1693 2.5868 1.6723
H -3.6476 -2.0907 0.7887
H -2.8222 0.8082 -1.4629
O 0.3508 1.4226 1.9557
H -3.6956 0.1118 2.4274
H -0.7810 2.4857 -5.7847
H -0.2213 -0.1016 -2.4222
P -0.1391 -2.5791 -0.4531
H -2.1025 -3.9522 -0.0242
C -0.5042 4.3954 -1.6141
C -0.4604 3.2997 -2.5005
H -0.4886 4.9715 0.4637
H 0.3911 -2.5088 -2.8015
F 2.9734 -1.3640 0.3939
Sb 3.8336 -0.1791 -0.9372
H -4.1819 0.6524 -0.3225
C -2.6042 0.1569 2.3468
F 2.8981 1.1523 0.1860
H -1.2935 -2.0355 -2.5355
F 5.3094 -0.0696 0.1950
H 1.2509 -3.9852 0.9347
H -2.1439 -0.5686 3.0138
P -2.1950 -0.2188 0.6316
H 2.6380 1.1636 2.8256
C -0.6248 3.4540 -3.8982
N 2.7043 0.1550 2.7217
H -1.5132 -3.1832 1.4424
H -0.8280 -3.7474 -2.4497
H -2.9754 1.9391 -0.0923
H -0.6407 5.3944 -2.0091
O -0.6484 3.3574 2.4637
F 4.3373 -1.6514 -1.9504
C -0.6506 2.3649 -4.7185
N 1.2424 -1.8228 5.3204
H -0.5554 0.2129 -4.8339
C 1.0089 -3.9440 -0.1259
H 1.8123 -1.5735 6.1144
C -0.5100 -2.7274 -2.2271
H 0.5595 -4.8878 -0.4398
N -0.1052 1.8144 -0.6129
H -0.7404 4.4527 -4.2988
Y 0.9543 -0.1043 0.6677
C -0.2103 2.8701 0.1813
H 0.5153 -2.5041 5.4585
H 3.6448 -0.0955 2.4282
H -3.0706 -1.8507 -0.8554
H 2.9957 -0.1825 4.7466
C -0.2788 2.0010 -1.9612
*
```

## Properties
gap between HOMO and LUMO (spin up / spin down)	0.31544 / 0.17110	Ha
highest occupied orbital energy (spin up / spin down)	-0.52763 / -0.52729	Eh
<S²>	0.7549

---

# 8
Below is 2 unconnected molecules or ions with the total composition C17H27FN3O8P, with properties calculated with ωB97M-V/def2-TZVPD.

```
! wB97M-V def2-TZVPD RIJCOSX def2/J DEFGRID3
* xyz 0 1
C 6.6474 0.8813 3.5446
H 3.6158 1.0101 -0.3358
H 2.7996 0.5207 1.1421
O -3.1435 0.0572 3.0692
H 1.4338 -2.5998 -2.7398
N -0.8796 -1.6193 1.2006
H -0.8940 -3.3306 -0.9314
C -3.3726 1.2418 2.3302
H -4.4150 1.3319 2.0844
C 0.1192 -3.4356 -1.2811
O 0.3371 1.1860 0.0626
H 0.5050 -0.9713 -0.9173
O 1.8470 2.7913 -0.4132
C -1.4963 -0.3275 -3.5709
F 6.8660 1.6640 4.6289
H -0.9738 -1.0573 -4.1683
C 1.6097 1.6380 -0.1299
C 2.6992 0.6367 0.0772
H 0.8339 -3.3661 -0.4752
C -0.5487 1.6220 -0.9766
H 7.6074 0.5692 3.1302
H -0.0041 1.7560 -1.9004
C 5.7195 1.5393 2.5507
H -2.2101 0.0541 3.2875
C -2.6478 1.3987 -1.9926
H -4.7024 -0.8073 -2.1468
H -4.8808 1.5496 -0.1479
C -1.6726 0.6226 -1.2150
H -2.5362 -0.4042 -3.8454
H -1.8042 -1.4956 -1.8282
O 5.0352 0.4109 1.9894
H 0.1900 -4.4373 -1.6880
H -1.0877 0.6295 -3.8599
P -4.1463 -0.4505 -0.1874
C 0.2258 -0.9895 -1.9566
O -4.4006 -1.5193 0.9468
C -2.4226 0.2205 0.1225
H -2.6687 2.2799 0.5904
C -1.2643 -0.6031 -2.0924
H -0.2326 -2.7075 -3.2175
N -5.2578 0.6187 -0.2590
O -4.1449 -1.3010 -1.5351
C 5.1068 -0.6070 2.8885
H -3.8169 -2.2803 0.8465
H 2.4524 -0.3158 -0.3632
H 6.2441 2.0976 1.7800
H -0.9516 2.5891 -0.7150
N -3.4123 2.0344 -2.5883
H -1.4483 1.5384 1.5502
C -2.4341 1.3775 1.1435
O 5.9110 -0.2643 3.9351
C 0.4211 -2.4468 -2.3925
H 0.8438 -0.3263 -2.5477
H -3.1438 2.0781 2.9891
C -1.6092 -0.8370 0.7153
H 5.0000 2.1956 3.0418
O 4.5528 -1.6409 2.7715
*
```

## Properties
gap between HOMO and LUMO	0.36343	Ha
highest occupied orbital energy	-0.35016	Eh
SMILES string	CCC[C@H](C)[C@](C#N)(COC(C)=O)[C@@](C#N)(CCO)P(=N)(O)O.O=C1OC[C@@H](F)O1